[1]
90
Properties=species:S:1:pos:R:3:forces:R:3:lowdin_charge:R:1 method="wB97M-V/def2-TZVPD" homo_lumo_gap_ev=4.819 lumo_ev=3.979 charge=-2 fmax_ev_per_a=0.9 spin_multiplicity=1 e_homo_ha=-0.03088 energy_ev=-85633.6768
Mg -0.123712 -0.190562 -0.173138 0.7 0.3 0.1 0.503
O -1.041567 -0.330499 -1.849960 -0.6 -0.2 -0.6 -0.118
C -1.693614 -1.303736 -2.378508 0.2 0.1 0.1 -0.364
C -2.667756 -1.057955 -3.384813 0.0 0.0 0.0 -0.029
C -3.391347 -2.073624 -3.973229 0.1 -0.1 0.1 -0.128
C -3.186111 -3.409915 -3.608294 0.0 0.1 0.0 -0.149
C -2.234066 -3.681046 -2.638733 0.0 0.0 0.0 -0.088
C -1.492519 -2.678677 -2.011139 0.0 0.1 0.1 -0.148
C -0.519485 -3.080331 -0.998698 0.0 0.1 -0.1 -0.082
N 0.130547 -2.263552 -0.265766 0.1 -0.3 0.1 -0.028
N 1.108350 -2.795730 0.573501 -0.2 0.2 0.0 0.074
C 1.558147 -1.832202 1.356000 -0.3 0.2 0.0 -0.472
O 1.131172 -0.630763 1.426975 0.3 -0.4 -0.2 -0.094
C 2.714528 -2.208645 2.230122 0.0 0.1 0.0 -0.132
C 3.659847 -1.232965 2.533407 0.0 0.1 0.1 -0.012
C 4.755017 -1.540598 3.329543 -0.1 -0.1 0.0 -0.093
C 4.905573 -2.823742 3.844352 -0.1 0.0 0.0 -0.124
C 3.956773 -3.797019 3.550741 0.0 0.1 0.0 -0.111
C 2.869198 -3.491583 2.742576 0.0 -0.1 0.0 -0.043
H -2.825691 -0.022816 -3.669261 0.0 0.0 0.0 0.104
H -4.129837 -1.832683 -4.731344 0.0 0.0 0.0 0.085
H -3.749760 -4.209550 -4.072382 0.0 0.0 0.0 0.074
H -2.052547 -4.710627 -2.340586 0.0 0.0 0.0 0.097
H -0.328232 -4.148210 -0.876826 0.0 -0.1 0.0 0.114
H 3.514522 -0.231804 2.141090 0.0 -0.1 0.0 0.106
H 5.489948 -0.776386 3.552328 0.0 0.0 0.0 0.092
H 5.753735 -3.062572 4.476470 0.0 0.0 0.0 0.084
H 4.067674 -4.796698 3.954158 0.0 0.0 0.0 0.086
H 2.130442 -4.244139 2.492698 0.0 0.1 0.0 0.101
C -1.148241 3.604795 -2.370809 0.0 0.0 0.1 -0.052
C -0.855431 4.577258 -1.254205 0.0 -0.1 -0.1 -0.268
C -1.435842 5.842707 -1.262654 0.0 0.0 0.0 -0.065
C -1.152860 6.778836 -0.275596 0.0 0.0 0.0 -0.112
C -0.269297 6.452148 0.740770 0.0 0.0 0.0 -0.107
C 0.316257 5.191549 0.765037 -0.1 0.0 0.0 -0.079
C 0.034373 4.243123 -0.214659 -0.1 0.0 -0.1 -0.291
P 0.778960 2.556590 -0.243587 0.3 0.2 0.2 1.140
C 1.636589 2.540140 1.400286 0.0 -0.1 0.0 -0.314
C 0.767109 2.242905 2.455150 0.0 0.0 -0.1 -0.108
C 1.216919 2.107235 3.757505 0.0 0.0 0.0 -0.082
C 2.571954 2.235389 4.022782 0.0 0.0 0.0 -0.104
C 3.446308 2.522906 2.985575 0.0 0.0 0.0 -0.085
C 3.006622 2.690751 1.670810 0.0 0.0 -0.1 -0.259
C 4.033761 3.018783 0.613659 -0.1 -0.1 0.0 -0.045
C 1.931143 2.682410 -1.615230 0.0 0.0 0.0 -0.375
C 2.206874 3.873051 -2.287555 0.1 0.0 0.0 -0.163
C 2.872458 3.898386 -3.501242 0.0 -0.1 0.0 -0.153
C 3.212512 2.659617 -4.089815 -0.1 0.0 0.1 -0.146
C 2.965888 1.472260 -3.455822 0.0 0.1 0.0 -0.077
C 2.404788 1.415483 -2.129890 -0.1 -0.1 0.0 -0.358
C 2.299002 0.241205 -1.398371 0.0 0.3 0.2 -0.079
H -1.967134 3.968823 -2.991545 -0.1 0.0 0.0 0.068
H -1.412128 2.617108 -1.981797 0.0 0.0 0.0 0.064
H -0.263668 3.468772 -3.000719 -0.1 0.0 0.0 0.078
H -2.126270 6.095154 -2.061709 0.0 0.0 0.0 0.099
H -1.619229 7.757339 -0.303225 0.0 0.0 0.0 0.087
H -0.034791 7.172390 1.516398 0.0 0.0 0.0 0.090
H 0.998564 4.939477 1.567103 0.0 0.0 0.0 0.097
H -0.283727 2.075368 2.235740 0.0 0.0 0.0 0.098
H 0.517565 1.869773 4.550740 0.0 0.0 0.0 0.101
H 2.951942 2.086092 5.027361 0.0 0.0 0.0 0.090
H 4.508235 2.615722 3.192053 0.0 0.0 0.0 0.096
H 5.004375 3.195237 1.083629 0.0 0.0 0.0 0.066
H 3.755578 3.905490 0.045484 0.0 0.0 0.0 0.071
H 4.137412 2.205431 -0.110587 0.0 0.0 0.0 0.079
H 1.856933 4.810694 -1.865608 0.0 0.0 0.0 0.098
H 3.077129 4.833455 -4.008136 0.0 0.0 0.0 0.066
H 3.673881 2.649707 -5.073408 0.0 0.0 0.0 0.079
H 3.225682 0.533295 -3.935124 0.0 0.0 0.0 0.093
H 2.223994 0.304170 -0.315308 0.2 -0.1 -0.1 0.000
H 2.619014 -0.712564 -1.803196 0.0 0.0 0.0 0.046
C -4.792557 2.330735 -1.988612 0.1 0.0 0.0 -0.077
C -4.703933 1.150920 -1.048270 0.2 -0.1 -0.1 -0.329
O -3.400558 1.135122 -0.463923 -0.3 0.2 0.1 -0.291
P -3.075239 0.178018 0.796879 0.4 -0.2 -0.5 0.074
O -1.597376 0.304160 1.029890 -0.7 0.3 0.3 -0.387
Te -4.584057 0.593146 2.548610 -0.1 0.0 0.2 0.259
O -3.257215 -1.296639 0.179055 -0.2 -0.2 0.1 -0.289
C -4.445113 -2.086397 0.108902 0.2 0.0 0.0 -0.320
C -4.278673 -3.317402 0.975683 0.1 0.0 0.0 -0.077
H -5.777277 2.353973 -2.463464 0.0 0.0 0.0 0.070
H -4.030492 2.253460 -2.765248 0.0 0.0 0.0 0.062
H -4.634168 3.263368 -1.443415 0.0 0.0 0.0 0.079
H -4.864428 0.218738 -1.599242 0.1 -0.1 0.0 0.107
H -5.463218 1.223645 -0.268575 0.0 0.0 0.2 0.053
H -4.577384 -2.364994 -0.939467 0.1 0.0 0.0 0.108
H -5.312171 -1.513691 0.434514 -0.1 0.2 0.1 0.062
H -3.346635 -3.826714 0.719326 -0.1 0.0 0.0 0.073
H -5.115867 -4.005106 0.820786 0.0 0.0 0.0 0.069
H -4.243135 -3.028382 2.028486 0.0 0.0 -0.1 0.064

[2]
95
Properties=species:S:1:pos:R:3:forces:R:3:lowdin_charge:R:1 method="wB97M-V/def2-TZVPD" homo_lumo_gap_ev=5.106 lumo_ev=0.407 charge=0 fmax_ev_per_a=0.5 spin_multiplicity=1 e_homo_ha=-0.17268 energy_ev=-103112.1951
Y 1.053932 0.279030 -0.493927 0.5 0.1 -0.2 1.380
S -3.142361 -4.219751 4.266896 0.0 0.0 0.0 0.941
N -2.269279 -2.894906 4.613652 0.0 0.0 0.0 -0.226
C -1.542380 -2.619224 3.547585 0.0 0.0 0.0 -0.321
C -0.605342 -1.515467 3.421389 0.0 0.0 0.0 -0.148
C -0.254958 -0.721937 4.452240 0.0 0.0 0.1 -0.043
C 0.693438 0.318427 4.223674 0.0 0.0 0.0 -0.069
C 1.162221 0.564778 2.968435 0.1 0.0 -0.1 -0.354
N 0.762623 -0.134815 1.841589 -0.1 0.0 0.0 -0.052
C -0.025915 -1.301218 2.102019 -0.2 0.0 0.0 -0.215
C -0.232741 -2.176401 1.076043 -0.1 0.0 0.0 -0.211
N 0.300504 -1.851905 -0.199039 0.0 0.0 0.0 -0.072
C 0.296492 -2.869137 -1.117390 0.0 0.0 0.1 -0.214
C -0.298954 -4.075642 -0.963511 0.0 0.0 0.0 -0.093
C -1.059936 -4.313431 0.232573 0.0 -0.1 0.0 -0.040
C -1.032460 -3.386703 1.213587 0.0 0.0 0.0 -0.126
C -1.754755 -3.534342 2.469619 0.0 0.0 0.0 -0.312
N -2.634872 -4.475690 2.746284 0.0 0.0 0.0 -0.226
H -0.683236 -0.888721 5.432835 0.0 0.0 0.0 0.111
H 1.054546 0.921758 5.044897 0.0 0.0 0.0 0.094
H 2.299686 2.206519 3.712123 0.0 0.0 0.0 0.078
H 0.796844 -2.646519 -2.048291 0.0 0.0 0.0 0.069
H -0.249156 -4.809299 -1.755991 0.0 0.0 0.0 0.088
H -1.646273 -5.214083 0.360434 0.0 0.0 0.0 0.105
C -1.489621 -1.072419 -2.927200 0.0 0.0 0.0 -0.083
O -0.211692 -0.442061 -2.892265 0.0 0.0 0.0 -0.276
C 0.597090 -0.866874 -3.977367 0.0 0.0 0.0 -0.186
C 2.006724 -0.412117 -3.694331 0.0 0.0 0.0 -0.168
O 2.355083 -0.805889 -2.366075 0.0 -0.2 0.0 -0.356
C 3.208772 -1.948224 -2.286368 0.0 0.1 -0.1 -0.105
H -2.093696 -0.669435 -3.742586 0.0 0.0 0.0 0.094
H -1.975067 -0.877560 -1.975855 0.0 0.0 0.0 0.069
H -1.375982 -2.152799 -3.038401 0.0 0.0 0.0 0.091
H 0.238014 -0.433868 -4.918776 0.0 0.0 0.0 0.140
H 0.541271 -1.958935 -4.063197 0.0 0.0 0.0 0.125
H 2.076697 0.672293 -3.734330 0.0 0.0 0.0 0.108
H 2.704705 -0.841784 -4.415794 0.0 0.0 0.0 0.138
H 4.243522 -1.655282 -2.473943 0.0 0.0 0.0 0.093
H 2.895984 -2.709353 -3.005583 0.0 0.0 0.0 0.099
H 3.122332 -2.358671 -1.283364 0.0 0.0 0.0 0.070
O 2.070078 1.977197 -2.021463 -0.1 0.0 0.1 -0.543
S 1.805404 3.185842 -1.186918 0.0 -0.1 0.0 0.822
O 0.449269 3.780659 -2.022044 -0.1 0.0 0.0 -0.291
O 1.196266 2.667659 0.076637 0.0 0.0 0.1 -0.573
C -0.504821 4.433210 -1.268461 0.0 0.0 0.0 -0.356
C -0.466935 5.817722 -1.191892 0.0 0.0 0.0 -0.006
C -1.458090 6.491580 -0.497734 0.0 0.0 0.0 -0.070
C -2.486386 5.783009 0.109226 0.0 0.0 0.0 -0.074
C -2.514121 4.399992 0.028008 0.0 0.0 0.0 -0.076
C -1.515243 3.702104 -0.644989 0.1 0.0 -0.1 -0.276
P -1.556439 1.884098 -0.871863 -0.1 0.0 0.1 1.104
C -2.786498 1.835138 -2.224656 0.0 0.0 0.1 -0.355
C -4.160153 1.708386 -2.045852 0.0 0.0 0.0 -0.079
C -5.012797 1.754172 -3.140898 0.0 0.0 0.0 -0.075
C -4.502375 1.948052 -4.416220 0.0 0.0 0.0 -0.085
C -3.134056 2.100146 -4.597821 0.0 0.0 0.0 -0.079
C -2.279922 2.037886 -3.508270 0.0 0.0 0.0 -0.111
C -2.383451 1.277824 0.637047 0.0 0.0 0.0 -0.373
C -3.140674 0.106686 0.618303 0.0 0.0 0.0 -0.105
C -3.623646 -0.442983 1.797892 0.0 0.0 0.0 -0.069
C -3.347741 0.165300 3.012390 0.0 0.0 0.0 -0.079
C -2.565292 1.311658 3.044533 0.0 0.0 0.0 -0.071
C -2.077599 1.858591 1.871020 0.0 0.0 0.0 -0.099
H 0.335886 6.346125 -1.688809 0.0 0.0 0.0 0.121
H -1.430887 7.571711 -0.436351 0.0 0.0 0.0 0.105
H -3.268330 6.306781 0.642883 0.0 0.0 0.0 0.104
H -3.320237 3.852300 0.500661 0.0 0.0 0.0 0.110
H -4.568928 1.573860 -1.052696 0.0 0.0 0.0 0.101
H -6.079972 1.646237 -2.995090 0.0 0.0 0.0 0.104
H -5.170347 1.987583 -5.267018 0.0 0.0 0.0 0.102
H -2.732436 2.263862 -5.589817 0.0 0.0 0.0 0.105
H -1.208849 2.147090 -3.644836 0.0 0.0 0.0 0.107
H -3.364362 -0.387364 -0.319290 0.0 0.0 0.0 0.095
H -4.203327 -1.357461 1.764687 0.0 0.0 0.0 0.112
H -3.707463 -0.273426 3.933982 0.0 0.0 0.0 0.107
H -2.306918 1.766562 3.992076 0.0 0.0 0.0 0.111
H -1.437248 2.731193 1.916381 0.0 0.0 0.0 0.112
C 2.238153 1.598442 2.810215 0.0 0.0 0.0 -0.058
H 2.075387 2.246941 1.957580 0.0 0.0 0.0 0.035
H 3.202810 1.108622 2.660069 0.0 0.0 0.0 0.047
C 6.490434 -1.652862 0.694970 0.0 0.0 0.0 -0.061
N 5.236416 -1.892847 1.361550 -0.2 0.0 0.1 -0.159
C 4.985013 -3.170338 2.026093 0.0 0.0 0.0 -0.112
C 3.544586 -3.008053 2.525690 0.0 0.1 0.0 -0.105
N 3.072508 -1.914340 1.690422 -0.1 -0.1 -0.1 0.057
C 4.064986 -1.266011 1.094574 0.3 0.1 -0.1 -0.747
S 3.920082 0.117045 0.120135 -0.1 -0.1 0.1 0.721
H 7.298899 -1.600765 1.425082 0.0 0.0 0.0 0.091
H 6.434321 -0.709579 0.158608 0.0 0.0 0.0 0.049
H 6.711300 -2.456488 -0.015616 0.0 0.0 0.0 0.092
H 5.697410 -3.338181 2.832884 0.0 0.0 0.0 0.123
H 5.079362 -3.990166 1.304750 0.0 0.0 0.0 0.124
H 3.506319 -2.723569 3.579636 0.0 0.0 0.0 0.125
H 2.935645 -3.898011 2.380912 0.0 0.0 0.0 0.123
H 2.133205 -1.517166 1.727422 0.1 0.0 0.0 0.079

[3]
90
Properties=species:S:1:pos:R:3:forces:R:3:lowdin_charge:R:1 method="wB97M-V/def2-TZVPD" homo_lumo_gap_ev="6.690 / 6.724" lumo_ev="-3.668 / -3.948" charge=+1 fmax_ev_per_a=3.7 spin_multiplicity=2 e_homo_ha="-0.38066 / -0.39220" energy_ev=-94050.0692
Ti 0.060504 -0.298575 -0.955000 3.1 -0.3 -1.3 0.826
C -1.411198 0.222488 -4.581214 1.3 0.8 0.5 0.007
C -2.030794 0.503694 -3.224258 0.8 -0.8 0.1 -0.261
C -3.180249 1.278629 -3.190806 0.1 -0.7 -1.2 -0.017
C -3.956343 1.305860 -2.054388 -0.6 0.5 0.2 -0.023
C -3.482917 0.656218 -0.921408 -1.6 0.1 1.0 -0.099
C -2.292157 -0.047326 -0.931478 -1.2 0.3 -1.1 -0.458
N -1.541963 -0.092157 -2.090363 -2.2 0.1 -0.2 -0.040
Sb -1.846999 -1.416518 0.740006 0.0 -1.0 1.0 1.575
C -1.075415 0.428825 1.546570 0.3 0.4 0.0 -0.472
C -1.676081 1.193926 2.518129 0.5 1.5 0.9 -0.096
C -1.056166 2.396760 2.984268 0.7 -0.6 -1.7 0.007
C 0.188152 2.713614 2.393610 0.7 -0.7 1.5 -0.016
C 0.882266 1.716309 1.684481 -3.0 0.1 -2.2 -0.271
C 2.331270 1.807532 1.566785 1.2 -0.6 -0.1 -0.008
N 0.142590 0.726951 0.995018 0.7 0.7 2.7 -0.017
C -3.331427 -2.315181 2.182863 0.2 0.7 2.2 -0.382
C -3.820889 -1.860702 3.486989 -0.2 -1.8 -1.8 -0.070
C -4.507009 -2.833136 4.269682 0.3 0.5 -0.4 -0.050
C -4.792468 -4.082234 3.671896 0.6 -0.2 -0.9 -0.005
C -4.175093 -4.449395 2.436834 0.6 0.6 1.5 -0.306
C -4.273369 -5.822506 1.814768 -0.1 -0.6 0.5 -0.034
N -3.320461 -3.588649 1.843868 -1.3 0.3 -0.9 0.006
H -1.072645 -0.805549 -4.731760 -0.2 0.0 0.4 0.085
H -0.483718 0.858151 -4.727083 -1.0 -0.5 0.1 0.111
H -2.154988 0.457985 -5.341675 0.2 0.1 -0.1 0.082
H -3.467835 1.612018 -4.202635 -0.3 0.3 1.0 0.136
H -4.965947 1.759327 -2.048271 0.8 -0.2 0.0 0.136
H -4.193549 0.584802 -0.050477 1.1 0.2 -0.8 0.126
H -2.656549 0.971915 2.907994 0.0 -0.4 0.1 0.084
H -1.530904 3.013249 3.747093 0.1 0.0 -0.4 0.118
H 0.886811 3.557483 2.628149 -1.3 -0.5 0.3 0.141
H 2.759358 1.674469 2.591788 -0.2 0.1 -0.8 0.124
H 2.723736 2.744575 1.143699 -0.3 -0.2 0.1 0.111
H 2.655858 0.981798 0.938030 0.3 0.1 0.1 0.051
H -3.730330 -0.844085 3.818779 0.2 0.2 0.1 0.069
H -4.784857 -2.558513 5.332836 0.1 -0.5 -1.5 0.132
H -5.431964 -4.860683 4.091051 0.2 0.5 0.4 0.115
H -3.348514 -6.440523 1.971877 -0.7 0.8 -0.1 0.104
H -4.418470 -5.704263 0.742125 0.0 -0.1 0.0 0.077
H -5.125064 -6.410231 2.230362 0.6 0.5 -0.3 0.089
N 0.796420 -2.023538 -1.916305 -1.9 -0.9 -0.2 0.024
C 0.185053 -2.877794 -2.524326 1.8 2.1 1.2 -0.323
N -0.469441 -3.644525 -3.236943 -0.3 -0.1 -0.2 0.101
C -0.167404 -4.852183 -3.667408 0.0 -3.4 -1.2 -0.351
N -0.044775 -5.951135 -4.087534 -0.2 3.0 1.1 0.115
S 3.846202 -3.267724 2.127101 -1.6 0.7 -0.4 1.076
C 2.503527 -2.699031 1.155453 -0.5 0.0 -0.1 -0.457
N 1.470049 -2.128026 1.725226 1.3 -0.8 -0.4 0.038
C 1.677076 -2.150316 3.099306 0.2 0.0 0.6 -0.325
C 0.780950 -1.737908 4.095438 0.1 -0.4 0.1 -0.011
C 1.173555 -1.931701 5.416482 0.7 0.1 -1.1 -0.086
C 2.412669 -2.461477 5.764643 1.2 -0.9 -0.1 -0.080
C 3.331352 -2.941444 4.807133 -2.3 1.7 0.2 -0.062
C 2.903501 -2.717790 3.483158 1.4 -0.9 1.0 -0.482
H 2.524569 -2.909784 0.103266 0.0 0.2 -0.4 0.053
H -0.213960 -1.379130 3.813056 0.4 0.0 0.2 0.095
H 0.594289 -1.670759 6.247735 -1.2 0.5 0.8 0.086
H 2.632026 -2.541513 6.833433 0.0 -0.1 -0.4 0.111
H 4.274325 -3.375131 5.078597 0.2 -0.1 -0.1 0.105
C 3.416602 -0.240925 -3.456182 -1.4 -1.5 1.3 -0.050
C 3.808841 0.572908 -2.264428 -0.2 0.8 1.6 -0.347
C 3.760448 -0.331884 -0.987005 -1.7 -0.2 -1.2 -0.052
C 3.145560 1.951161 -2.181318 -0.4 -0.6 0.8 -0.117
C 3.964929 3.076647 -2.230154 -0.5 -0.7 -0.4 -0.029
C 3.390988 4.308127 -2.381527 -0.6 0.9 0.6 -0.094
C 2.034846 4.499493 -2.407027 -1.7 -1.4 -0.5 -0.016
C 1.133938 3.381458 -2.247828 2.7 0.8 1.1 -0.117
C -0.311714 3.631185 -2.044115 -0.7 -0.4 0.8 -0.390
C -0.576351 4.639185 -0.920569 0.7 -0.5 0.5 -0.045
C -0.895303 4.158354 -3.329761 -1.8 -0.6 -0.7 -0.061
C 1.750902 2.124635 -2.018144 -0.1 0.9 -1.1 -0.217
O 0.981372 1.040169 -1.759580 0.1 -0.1 0.3 -0.221
H 4.162453 -0.993959 -3.626872 0.5 -0.3 -0.4 0.081
H 3.205867 0.310725 -4.336424 -0.1 0.5 -0.8 0.078
H 2.521413 -0.832918 -3.117926 0.5 0.6 -0.8 0.062
H 4.797387 0.951137 -2.352824 1.4 -0.5 -0.2 0.106
H 4.379718 -1.224940 -1.148024 -0.5 0.0 -0.1 0.093
H 2.673440 -0.612194 -0.724580 1.8 0.1 -0.5 0.044
H 4.164826 0.130128 -0.134461 0.6 0.9 1.1 0.048
H 5.040696 3.016179 -2.211162 0.2 -0.3 -0.1 0.118
H 3.949172 5.204571 -2.340138 1.0 0.6 -0.3 0.098
H 1.650925 5.508854 -2.610336 0.0 -0.5 0.3 0.120
H -0.743884 2.658568 -1.708734 -0.1 0.6 -0.6 0.121
H -0.167893 5.573371 -1.230678 0.4 0.9 -0.1 0.064
H -0.077181 4.360363 0.028116 -0.3 0.0 -0.4 0.078
H -1.621802 4.821178 -0.734387 -0.5 -0.2 0.0 0.076
H -0.422681 5.045425 -3.732412 0.4 0.1 0.2 0.083
H -1.973196 4.412540 -3.240349 0.5 -0.1 0.2 0.091
H -0.848540 3.385008 -4.097398 0.1 0.0 -0.2 0.073

Question: What is the charge in the third record?
Answer: +1

Question: The lowest charge belongs to which entry?
Answer: C39H40MgN2O5P2Te

Question: Which value of charge does entry 2 give?
Answer: 0

Question: The lowest charge belongs to which entry?
Answer: C39H40MgN2O5P2Te